Arrangement A

The following is a DFT calculation (the ωB97M-V functional and the def2-TZVPD basis) of 11 unconnected molecules or ions with the total composition C25H72O11.

CARTESIAN COORDINATES (ANGSTROEM)
C (13.897, 10.275, 7.240)
C (14.779, 9.011, 7.057)
C (14.362, 8.160, 5.832)
O (16.144, 9.440, 6.918)
H (12.844, 10.004, 7.351)
H (13.921, 11.107, 6.464)
H (14.087, 10.732, 8.259)
H (14.795, 8.355, 7.946)
H (14.948, 7.197, 5.696)
H (14.452, 8.699, 4.887)
H (13.296, 7.898, 5.840)
H (16.223, 9.891, 6.060)
C (13.507, 15.264, 8.576)
C (13.936, 16.777, 8.833)
C (13.521, 17.810, 7.774)
O (13.528, 17.290, 10.086)
H (13.666, 15.000, 7.562)
H (12.436, 15.055, 8.813)
H (14.105, 14.542, 9.197)
H (14.981, 16.792, 8.898)
H (12.634, 18.317, 8.039)
H (13.339, 17.526, 6.740)
H (14.279, 18.545, 7.819)
H (12.611, 17.616, 10.038)
C (8.562, 8.419, 13.344)
C (7.992, 8.967, 12.037)
C (8.336, 10.451, 11.926)
O (8.545, 8.268, 10.904)
H (8.673, 7.323, 13.318)
H (7.899, 8.735, 14.171)
H (9.584, 8.817, 13.499)
H (6.932, 8.834, 12.039)
H (8.113, 11.029, 12.792)
H (7.852, 10.866, 11.056)
H (9.426, 10.534, 11.842)
H (7.962, 7.490, 10.768)
C (13.927, 7.958, 12.262)
C (13.158, 8.546, 11.087)
C (11.740, 8.835, 11.569)
O (13.613, 9.808, 10.631)
H (13.761, 8.560, 13.131)
H (14.994, 7.818, 12.109)
H (13.548, 6.922, 12.515)
H (12.989, 7.816, 10.300)
H (11.235, 7.851, 11.765)
H (11.175, 9.391, 10.798)
H (11.781, 9.441, 12.488)
H (14.465, 9.790, 10.126)
C (10.318, 16.957, 12.485)
C (9.903, 17.946, 11.429)
C (10.461, 19.305, 11.770)
O (10.540, 17.611, 10.227)
H (9.870, 17.258, 13.414)
H (11.431, 16.966, 12.500)
H (9.926, 15.982, 12.283)
H (8.838, 18.034, 11.224)
H (10.095, 19.587, 12.769)
H (10.061, 20.025, 10.995)
H (11.512, 19.302, 11.786)
H (10.140, 16.756, 9.901)
C (7.364, 14.456, 8.411)
C (8.258, 14.122, 9.569)
C (9.581, 13.508, 9.136)
O (8.588, 15.346, 10.287)
H (8.020, 15.064, 7.652)
H (6.460, 14.971, 8.682)
H (7.125, 13.522, 7.897)
H (7.775, 13.429, 10.280)
H (9.854, 13.836, 8.111)
H (9.465, 12.422, 9.077)
H (10.396, 13.812, 9.754)
H (7.785, 15.702, 10.701)
C (10.262, 8.007, 7.588)
C (9.569, 9.378, 7.648)
C (8.254, 9.383, 6.845)
O (9.304, 9.917, 8.905)
H (10.445, 7.819, 6.537)
H (9.530, 7.320, 8.002)
H (11.140, 7.821, 8.275)
H (10.278, 10.113, 7.280)
H (7.427, 8.910, 7.422)
H (8.342, 8.854, 5.938)
H (7.898, 10.384, 6.601)
H (8.924, 9.220, 9.482)
C (14.358, 15.897, 13.416)
O (14.232, 15.508, 12.072)
H (13.729, 16.738, 13.694)
H (14.043, 15.061, 14.126)
H (15.322, 16.220, 13.753)
H (14.222, 16.359, 11.597)
C (10.058, 12.255, 14.475)
O (10.117, 13.661, 14.088)
H (10.774, 11.920, 15.182)
H (9.072, 12.062, 14.857)
H (10.118, 11.628, 13.577)
H (10.818, 13.844, 13.453)
C (17.071, 9.499, 10.064)
O (16.353, 10.632, 9.642)
H (18.173, 9.612, 9.904)
H (17.042, 9.296, 11.148)
H (16.716, 8.550, 9.635)
H (16.158, 10.575, 8.726)
C (12.925, 12.674, 12.006)
O (12.155, 13.909, 12.176)
H (13.681, 12.757, 11.179)
H (13.463, 12.417, 12.947)
H (12.150, 11.961, 11.829)
H (12.748, 14.640, 12.031)

Properties
* structure (SMILES): CC(C)O.CC(C)O.CC(C)O.CC(C)O.CC(C)O.CC(C)O.CC(C)O.CO.CO.CO.CO
* gap between HOMO and LUMO: 9.853 eV
* LUMO level: 0.0162 Eh
* net charge: 0

Arrangement B

The following is a DFT calculation (the ωB97M-V functional and the def2-TZVPD basis) of 11 unconnected molecules or ions with the total composition C25H72O11.

CARTESIAN COORDINATES (ANGSTROEM)
C (5.300, -3.749, -1.868)
C (6.728, -3.132, -1.790)
C (7.785, -4.049, -2.364)
O (6.732, -2.019, -2.631)
H (5.125, -4.247, -2.822)
H (4.514, -3.009, -1.719)
H (5.137, -4.636, -1.255)
H (6.952, -2.928, -0.743)
H (7.943, -4.977, -1.814)
H (8.712, -3.476, -2.361)
H (7.566, -4.386, -3.378)
H (5.973, -1.450, -2.481)
C (-1.837, 4.572, -6.134)
C (-0.365, 4.491, -6.365)
C (0.112, 3.059, -6.454)
O (-0.069, 4.937, -7.705)
H (-2.207, 5.588, -6.002)
H (-2.098, 4.041, -5.218)
H (-2.407, 4.189, -6.980)
H (0.180, 5.049, -5.603)
H (1.194, 3.130, -6.560)
H (-0.325, 2.600, -7.341)
H (-0.271, 2.472, -5.620)
H (-0.496, 5.789, -7.825)
C (4.458, 4.142, -2.690)
C (5.012, 2.947, -1.883)
C (4.933, 3.101, -0.417)
O (4.196, 1.873, -2.162)
H (4.697, 4.111, -3.753)
H (4.859, 5.071, -2.283)
H (3.370, 4.189, -2.714)
H (6.019, 2.724, -2.238)
H (3.934, 3.170, 0.014)
H (5.562, 3.947, -0.141)
H (5.369, 2.284, 0.159)
H (3.315, 2.009, -1.807)
C (3.572, 2.205, 7.721)
C (2.400, 1.418, 7.140)
C (2.256, 1.470, 5.615)
O (2.504, 0.119, 7.553)
H (4.516, 1.694, 7.530)
H (3.415, 2.339, 8.791)
H (3.707, 3.203, 7.304)
H (1.534, 1.891, 7.604)
H (2.247, 2.470, 5.182)
H (1.361, 0.929, 5.309)
H (3.068, 0.923, 5.135)
H (2.551, 0.047, 8.509)
C (-5.891, 4.241, -1.673)
C (-4.858, 3.709, -0.649)
C (-5.395, 3.360, 0.694)
O (-4.315, 2.526, -1.235)
H (-5.442, 4.455, -2.644)
H (-6.377, 5.181, -1.414)
H (-6.718, 3.545, -1.814)
H (-4.026, 4.388, -0.466)
H (-5.889, 4.211, 1.165)
H (-4.652, 2.989, 1.400)
H (-6.115, 2.544, 0.640)
H (-5.010, 1.866, -1.284)
C (-5.722, -2.836, 3.198)
C (-6.147, -3.708, 4.440)
C (-7.621, -4.100, 4.317)
O (-5.319, -4.881, 4.445)
H (-6.342, -1.940, 3.163)
H (-5.945, -3.451, 2.326)
H (-4.670, -2.551, 3.175)
H (-6.091, -3.179, 5.391)
H (-8.197, -3.215, 4.589)
H (-7.817, -5.035, 4.842)
H (-7.848, -4.299, 3.270)
H (-4.431, -4.627, 4.185)
C (-0.544, -1.178, 0.138)
C (0.163, 0.142, 0.312)
O (-0.019, 0.905, -0.844)
H (-0.218, -1.883, 0.903)
H (-0.334, -1.700, -0.796)
H (-1.628, -1.070, 0.125)
H (1.232, 0.014, 0.485)
H (-0.154, 0.696, 1.195)
H (-0.944, 1.147, -0.931)
C (-1.836, -2.770, -4.560)
C (-1.548, -4.284, -4.735)
O (-2.661, -5.036, -4.338)
H (-2.260, -2.455, -3.607)
H (-2.542, -2.453, -5.328)
H (-0.979, -2.141, -4.802)
H (-0.731, -4.570, -4.073)
H (-1.238, -4.479, -5.762)
H (-2.389, -5.951, -4.231)
C (-0.045, 5.819, 1.289)
O (-0.006, 7.148, 1.838)
H (-1.034, 5.395, 1.467)
H (0.172, 5.709, 0.227)
H (0.643, 5.220, 1.885)
H (-0.783, 7.154, 2.402)
C (0.166, -3.901, 5.334)
O (-0.887, -4.316, 4.450)
H (0.765, -3.083, 4.934)
H (-0.259, -3.486, 6.247)
H (0.883, -4.657, 5.654)
H (-0.474, -4.643, 3.648)
C (0.164, -6.633, -0.166)
O (0.618, -6.603, 1.160)
H (-0.742, -6.028, -0.209)
H (0.909, -6.214, -0.842)
H (-0.107, -7.646, -0.465)
H (0.749, -7.496, 1.488)

Properties
* structure (SMILES): CC(C)O.CC(C)O.CC(C)O.CC(C)O.CC(C)O.CC(C)O.CCO.CCO.CO.CO.CO
* gap between HOMO and LUMO: 10.060 eV
* LUMO level: 0.0059 Eh
* net charge: 0

Energy ordering: arrangement A at the bottom, the next structure 1.615 eV above.

Arrangement A

The following is a DFT calculation (the ωB97M-V functional and the def2-TZVPD basis) of a single C4H6P2 molecule.

CARTESIAN COORDINATES (ANGSTROEM)
C (-0.485, 1.210, 0.126)
C (-1.908, 1.455, 0.190)
C (-0.061, -0.042, 0.182)
C (1.085, -0.916, 0.269)
P (-3.264, 0.445, -0.052)
P (-2.278, -1.400, 0.133)
H (0.124, 2.008, 0.200)
H (-2.319, 2.517, 0.316)
H (1.949, -0.266, 0.274)
H (1.234, -1.655, -0.524)
H (1.072, -1.668, 1.018)
H (-1.686, -1.376, -1.072)

Properties
* gap between HOMO and LUMO: 7.965 eV
* LUMO level: -0.0123 Eh
* net charge: 0

Arrangement B

The following is a DFT calculation (the ωB97M-V functional and the def2-TZVPD basis) of a single C4H6P2 molecule.

CARTESIAN COORDINATES (ANGSTROEM)
C (1.471, 1.413, -0.242)
P (2.415, 0.029, -0.093)
C (1.325, -1.301, 0.315)
P (-0.306, -1.365, -0.327)
C (-1.422, -0.471, 0.376)
C (-2.527, 0.352, 0.002)
H (1.961, 2.331, -0.413)
H (3.537, -0.519, 0.542)
H (1.891, -2.157, 0.214)
H (-1.995, 1.005, -0.719)
H (-2.918, 0.844, 0.858)
H (-3.431, -0.160, -0.513)

Properties
* structure (SMILES): C#[PH]C=P#CC
* gap between HOMO and LUMO (alpha / beta): 6.281 / 7.491 eV
* LUMO level (alpha / beta): -0.0503 / -0.0196 Eh
* net charge: 0

Arrangement C

The following is a DFT calculation (the ωB97M-V functional and the def2-TZVPD basis) of a single C4H6P2 molecule.

CARTESIAN COORDINATES (ANGSTROEM)
P (1.124, 1.477, 1.906)
C (0.137, 0.732, 0.498)
P (0.426, 0.835, -1.274)
C (-0.707, -0.589, -1.564)
C (-1.256, -1.087, -0.412)
C (-0.951, -0.512, 0.799)
H (1.960, 2.291, 0.977)
H (2.101, 0.509, 1.660)
H (1.581, 0.069, -1.180)
H (-0.942, -1.031, -2.547)
H (-1.933, -2.060, -0.510)
H (-1.541, -0.633, 1.647)

Properties
* structure (SMILES): PC1=[PH]=CC=C1
* gap between HOMO and LUMO (alpha / beta): 7.573 / 7.540 eV
* LUMO level (alpha / beta): -0.0141 / -0.0159 Eh
* net charge: 0

Energy ordering: arrangement C at the bottom, the next structure 0.294 eV above.

Arrangement A

The following is a DFT calculation (the ωB97M-V functional and the def2-TZVPD basis) of a molecular structure, C4H6P2.

CARTESIAN COORDINATES (ANGSTROEM)
C (0.120, -0.439, -1.662)
C (0.720, -1.117, -0.553)
C (1.301, 0.260, -2.072)
C (0.816, 0.512, -0.543)
P (2.388, -0.500, -0.850)
P (-1.743, 0.094, 2.796)
H (-0.905, -0.348, -1.971)
H (0.262, -1.699, 0.225)
H (1.417, 1.038, -2.803)
H (-0.523, 0.148, 2.143)
H (-1.473, 1.253, 3.507)
H (-2.381, 0.797, 1.784)

Properties
* gap between HOMO and LUMO: 9.688 eV
* LUMO level: 0.0332 Eh
* net charge: 0

Arrangement B

The following is a DFT calculation (the ωB97M-V functional and the def2-TZVPD basis) of 2 unconnected molecules or ions with the total composition C4H6P2.

CARTESIAN COORDINATES (ANGSTROEM)
C (-1.527, 0.281, -1.079)
C (-0.388, -0.594, -1.233)
P (0.726, -1.545, -1.761)
H (-1.233, 1.238, -0.646)
H (-2.275, -0.173, -0.429)
H (-1.975, 0.460, -2.058)
C (1.571, 0.303, 1.041)
C (0.322, -0.384, 1.270)
P (-0.924, -1.054, 1.919)
H (2.054, -0.019, 0.118)
H (2.248, 0.107, 1.875)
H (1.399, 1.379, 0.982)

Properties
* structure (SMILES): CC#P.CC#P
* gap between HOMO and LUMO: 8.876 eV
* LUMO level: 0.0102 Eh
* net charge: 0

Energy ordering: arrangement B at the bottom, the next structure 1.937 eV above.